{
  "formula": "CHAgBr4",
  "method": "ωB97M-V with the def2-TZVPD basis set",
  "charge": 1,
  "relative_energy_kj_mol": 68.2,
  "gap_ev": [6.886, 2.012],
  "e_homo_ev": [-12.0054, -12.0053],
  "mol_weight_g_mol": 440.5,
  "multiplicity": 2,
  "fmax_ev_per_a": 1.89,
  "lumo_energy_ev": [-5.119, -9.993],
  "s2": 0.76,
  "elements": ["Ag", "Br", "C", "Br", "Br", "Br", "H"],
  "coordinates": [[-2.498, -1.432, -4.239], [-1.510, 0.150, -2.190], [0.754, 0.259, 1.096], [2.342, -0.895, 1.179], [1.236, 2.048, 1.870], [-0.714, -0.513, 2.209], [0.389, 0.382, 0.076]],
  "mulliken_spin": [0.00, 0.00, -0.06, 0.24, 0.44, 0.39, 0.00]
}


{
  "formula": "C18H38BrCaCl2F6Li2N3NaO9P2S2",
  "method": "ωB97M-V with the def2-TZVPD basis set",
  "charge": 1,
  "gap_ev": 1.901,
  "e_homo_ev": -7.4212,
  "mol_weight_g_mol": 908.3,
  "fmax_ev_per_a": 7.14,
  "lumo_energy_ev": -5.520,
  "elements": ["C", "C", "P", "C", "C", "O", "P", "N", "H", "H", "H", "H", "H", "H", "H", "H", "H", "H", "H", "H", "C", "C", "C", "N", "C", "C", "C", "C", "C", "C", "H", "H", "H", "H", "H", "H", "H", "H", "H", "H", "H", "H", "H", "H", "H", "H", "H", "H", "H", "H", "C", "Cl", "Cl", "H", "H", "C", "O", "H", "H", "H", "Li", "Na", "C", "F", "F", "F", "S", "O", "O", "N", "S", "O", "O", "C", "F", "F", "F", "Li", "Br", "Ca", "C", "O", "O", "O", "H"],
  "coordinates": [[-0.076, 3.659, 2.177], [-1.280, 4.496, 1.562], [-2.534, 4.670, 2.933], [-2.526, 6.364, 3.671], [-4.210, 4.401, 2.077], [-4.091, 4.619, 0.741], [-4.602, 2.585, 2.366], [-5.974, 2.144, 1.699], [-0.502, 2.656, 2.402], [0.784, 3.599, 1.483], [0.188, 4.166, 3.131], [-1.648, 3.883, 0.707], [-0.930, 5.448, 1.124], [-1.563, 6.680, 4.104], [-2.924, 7.127, 2.965], [-3.263, 6.342, 4.507], [-4.086, 5.584, 0.588], [-4.604, 2.424, 3.785], [-3.503, 1.851, 1.794], [-6.341, 2.988, 1.249], [2.372, -3.356, -1.511], [2.292, -2.441, -0.292], [1.028, -1.573, -0.101], [0.832, -0.320, -1.013], [-0.413, 0.381, -0.455], [-0.921, 1.511, -1.336], [-1.189, 1.025, -2.746], [0.073, 0.408, -3.336], [0.602, -0.724, -2.478], [2.027, 0.587, -0.894], [2.778, -2.836, -2.379], [3.052, -4.173, -1.294], [1.382, -3.792, -1.773], [3.200, -1.839, -0.242], [2.330, -3.101, 0.579], [1.044, -1.175, 0.917], [0.132, -2.184, -0.209], [-1.185, -0.385, -0.356], [-0.157, 0.751, 0.540], [-1.844, 1.907, -0.906], [-0.210, 2.342, -1.353], [-1.530, 1.862, -3.371], [-1.999, 0.279, -2.736], [0.837, 1.181, -3.467], [-0.137, 0.010, -4.336], [1.548, -1.043, -2.879], [-0.095, -1.548, -2.472], [2.895, 0.089, -1.335], [2.198, 0.808, 0.163], [1.833, 1.505, -1.441], [1.637, 7.337, 3.228], [1.140, 6.530, 4.720], [0.261, 7.611, 2.147], [2.081, 8.295, 3.478], [2.364, 6.712, 2.718], [-5.432, 0.249, -1.450], [-5.137, -0.716, -2.319], [-6.466, 0.656, -1.483], [-5.338, 0.006, -0.360], [-4.828, 1.196, -1.511], [4.042, -0.526, -0.553], [-1.648, 0.776, -4.866], [2.813, -7.405, -3.539], [2.549, -6.112, -3.856], [1.675, -7.948, -3.114], [3.138, -8.029, -4.666], [4.141, -7.549, -2.282], [3.622, -6.831, -1.116], [5.301, -6.919, -2.902], [4.158, -9.109, -2.185], [5.226, -9.684, -1.153], [4.939, -9.426, 0.252], [6.597, -9.542, -1.523], [4.850, -11.458, -1.383], [5.047, -11.830, -2.647], [3.571, -11.728, -1.086], [5.616, -12.223, -0.607], [5.195, -8.169, 1.866], [1.060, -2.980, -3.590], [4.440, -4.791, -2.133], [-4.824, 8.727, 5.610], [-4.152, 8.700, 6.666], [-6.184, 8.821, 5.847], [-4.456, 8.679, 4.423], [-6.087, 8.833, 6.813]],
  "lowdin_charge": [-0.17, -0.43, 1.00, -0.28, -0.46, -0.06, 0.65, -0.30, 0.05, 0.06, 0.04, 0.05, 0.03, -0.01, 0.06, 0.06, 0.14, 0.01, -0.02, -0.03, -0.46, -0.23, -0.08, -0.22, -0.08, -0.13, -0.21, -0.17, -0.32, -0.01, -0.08, -0.10, -0.03, -0.03, 0.12, 0.13, 0.15, 0.15, 0.13, 0.13, 0.12, 0.11, 0.14, 0.14, 0.09, 0.00, 0.02, 0.01, 0.11, 0.11, -0.98, 0.55, 0.57, 0.03, 0.02, -0.47, -0.33, 0.06, 0.04, 0.02, 0.35, 0.72, -0.66, 0.08, 0.17, 0.17, 0.54, -0.41, -0.38, -0.25, 0.62, -0.39, -0.23, -0.67, 0.16, 0.14, 0.16, 0.81, 0.32, 1.15, -0.84, -0.06, 0.02, -0.04, 0.09]
}


{
  "formula": "C50H59N5OPSiTl",
  "method": "ωB97M-V with the def2-TZVPD basis set",
  "charge": 0,
  "relative_energy_kj_mol": 54.7,
  "gap_ev": 8.233,
  "e_homo_ev": -8.4957,
  "mol_weight_g_mol": 1009.5,
  "fmax_ev_per_a": 0.49,
  "lumo_energy_ev": -0.263,
  "elements": ["Tl", "C", "N", "C", "C", "C", "C", "C", "N", "C", "C", "C", "C", "C", "C", "H", "H", "H", "H", "H", "H", "H", "H", "H", "H", "H", "N", "C", "N", "C", "N", "O", "Si", "C", "C", "C", "C", "C", "C", "C", "C", "C", "C", "C", "C", "C", "C", "C", "C", "C", "C", "H", "H", "H", "H", "H", "H", "H", "H", "H", "H", "H", "H", "H", "H", "H", "C", "C", "C", "C", "C", "C", "P", "C", "C", "C", "C", "C", "C", "C", "C", "C", "C", "C", "C", "H", "H", "H", "H", "H", "H", "H", "H", "H", "H", "H", "H", "H", "H", "H", "H", "H", "H", "H", "H", "H", "H", "H", "H", "H", "H", "H", "H", "H", "H", "H", "H", "H"],
  "coordinates": [[0.538, -0.128, -0.513], [3.905, 1.200, -0.562], [2.990, 0.053, -0.696], [3.500, -1.114, -0.583], [2.665, -2.270, -0.477], [2.963, -3.619, -0.387], [1.736, -4.289, -0.228], [0.751, -3.320, -0.222], [1.310, -2.100, -0.379], [4.780, 1.119, 0.666], [6.148, 1.338, 0.574], [6.954, 1.271, 1.705], [6.395, 0.971, 2.937], [5.027, 0.746, 3.036], [4.226, 0.822, 1.910], [3.296, 2.100, -0.538], [4.534, 1.273, -1.455], [4.579, -1.254, -0.498], [3.951, -4.049, -0.432], [1.578, -5.350, -0.114], [-0.309, -3.423, -0.080], [6.588, 1.568, -0.390], [8.019, 1.446, 1.618], [7.020, 0.912, 3.818], [4.582, 0.524, 3.997], [3.157, 0.666, 1.998], [-0.090, 0.685, -2.472], [-1.028, 1.164, -2.994], [-2.025, 1.622, -3.619], [-3.025, 2.267, -3.049], [-3.954, 2.790, -2.597], [0.410, 1.675, 0.448], [0.699, 3.260, 0.638], [-0.892, 4.167, 1.025], [-1.886, 4.198, 0.042], [-3.041, 4.951, 0.193], [-3.231, 5.683, 1.358], [-2.261, 5.668, 2.351], [-1.099, 4.924, 2.179], [1.883, 3.485, 2.082], [1.534, 2.960, 3.331], [2.370, 3.097, 4.429], [3.583, 3.763, 4.299], [3.953, 4.284, 3.069], [3.108, 4.144, 1.974], [1.400, 4.124, -0.875], [1.560, 5.512, -0.754], [2.065, 6.278, -1.792], [2.411, 5.672, -2.993], [2.242, 4.304, -3.143], [1.742, 3.543, -2.094], [-1.750, 3.644, -0.884], [-3.783, 4.951, -0.595], [-4.132, 6.271, 1.487], [-2.399, 6.248, 3.255], [-0.344, 4.947, 2.957], [0.590, 2.436, 3.450], [2.078, 2.687, 5.389], [4.239, 3.870, 5.154], [4.902, 4.794, 2.956], [3.415, 4.554, 1.018], [1.274, 6.007, 0.170], [2.181, 7.348, -1.670], [2.799, 6.266, -3.811], [2.492, 3.826, -4.082], [1.603, 2.482, -2.244], [-3.489, -5.123, 1.973], [-2.934, -3.979, 2.841], [-2.189, -2.934, 2.003], [-2.902, -2.701, 0.665], [-2.881, -3.993, -0.187], [-2.701, -5.247, 0.675], [-2.246, -1.186, -0.190], [-2.961, -1.209, -1.895], [-2.148, -2.044, -2.894], [-2.457, -1.575, -4.323], [-3.934, -1.173, -4.481], [-4.808, -1.927, -3.484], [-4.463, -1.527, -2.040], [-3.124, 0.231, 0.621], [-4.628, 0.031, 0.941], [-4.874, -0.190, 2.431], [-4.439, 1.027, 3.257], [-3.233, 1.731, 2.620], [-2.359, 0.743, 1.857], [-4.539, -4.933, 1.728], [-3.472, -6.062, 2.528], [-2.260, -4.374, 3.604], [-3.752, -3.490, 3.375], [-1.163, -3.262, 1.803], [-2.100, -2.009, 2.570], [-3.950, -2.473, 0.879], [-2.108, -3.969, -0.953], [-3.824, -4.066, -0.735], [-1.641, -5.399, 0.904], [-3.020, -6.123, 0.108], [-2.842, -0.168, -2.208], [-2.409, -3.098, -2.789], [-1.074, -1.973, -2.697], [-2.206, -2.375, -5.023], [-1.817, -0.726, -4.575], [-4.266, -1.358, -5.503], [-4.046, -0.099, -4.311], [-4.662, -3.004, -3.618], [-5.866, -1.736, -3.672], [-4.768, -2.330, -1.364], [-5.040, -0.644, -1.760], [-3.050, 1.022, -0.142], [-5.049, -0.798, 0.374], [-5.172, 0.920, 0.610], [-4.331, -1.082, 2.759], [-5.931, -0.405, 2.602], [-4.197, 0.712, 4.275], [-5.271, 1.730, 3.341], [-2.647, 2.255, 3.378], [-3.573, 2.493, 1.917], [-2.087, -0.081, 2.524], [-1.427, 1.215, 1.548]],
  "lowdin_charge": [0.95, -0.14, -0.02, -0.09, -0.32, -0.03, -0.07, -0.16, -0.09, -0.23, -0.04, -0.08, -0.09, -0.08, -0.04, 0.09, 0.13, 0.15, 0.11, 0.10, 0.06, 0.11, 0.10, 0.10, 0.11, 0.12, 0.08, -0.35, 0.10, -0.39, 0.13, -0.42, 0.47, -0.22, -0.09, -0.08, -0.09, -0.09, -0.09, -0.23, -0.11, -0.09, -0.10, -0.08, -0.09, -0.23, -0.10, -0.08, -0.09, -0.08, -0.10, 0.09, 0.09, 0.10, 0.10, 0.09, 0.11, 0.10, 0.10, 0.10, 0.10, 0.11, 0.10, 0.10, 0.10, 0.07, -0.19, -0.18, -0.21, -0.41, -0.20, -0.19, 1.11, -0.43, -0.21, -0.18, -0.19, -0.19, -0.18, -0.40, -0.19, -0.19, -0.18, -0.18, -0.21, 0.11, 0.11, 0.11, 0.10, 0.10, 0.09, 0.10, 0.08, 0.11, 0.11, 0.11, 0.07, 0.10, 0.09, 0.11, 0.09, 0.11, 0.10, 0.11, 0.11, 0.09, 0.11, 0.10, 0.08, 0.13, 0.09, 0.11, 0.11, 0.11, 0.11, 0.11, 0.10, 0.06]
}


{
  "formula": "C3H7NO2",
  "method": "ωB97M-V with the def2-TZVPD basis set",
  "charge": 0,
  "relative_energy_kj_mol": 407.9,
  "gap_ev": [7.401, 7.401],
  "e_homo_ev": [-7.4479, -7.4482],
  "mol_weight_g_mol": 89.1,
  "fmax_ev_per_a": 0.32,
  "lumo_energy_ev": [-0.047, -0.047],
  "elements": ["N", "C", "O", "C", "C", "O", "H", "H", "H", "H", "H", "H", "H"],
  "coordinates": [[-0.020, -1.593, -1.400], [-0.183, -0.769, -0.308], [-1.093, 0.141, -0.425], [0.584, -0.906, 0.837], [-0.144, 1.575, 0.794], [-0.030, 2.287, -0.294], [0.752, -2.240, -1.394], [-0.253, -1.193, -2.295], [1.388, -1.636, 0.874], [0.100, -0.694, 1.787], [-1.089, 1.488, 1.316], [0.774, 1.522, 1.363], [-0.787, 2.017, -0.854]],
  "lowdin_charge": [0.13, -0.64, -0.11, -0.03, -0.01, 0.05, 0.09, 0.09, 0.04, 0.05, 0.11, 0.09, 0.13]
}